Record 1
# C48H34F2N7O3RuS2

A structure of composition C48H34F2N7O3RuS2 in a non-equilibrium geometry (wB97M-V/def2-TZVPD, the OMol25 dataset).

Each line ends with the Mulliken charge.
Element x y z (Å)
Ru -0.2806 -0.6328 0.4267  0.304
O -4.3228 -0.9089 -0.5798  -0.835
C -3.0942 -0.8079 -0.5038  -0.308
N -2.3544 -0.7836 0.6079  1.096
C -3.1552 -0.8022 1.8219  -1.954
C -2.4491 -1.2643 3.0650  0.881
C -3.0281 -1.0196 4.3117  -1.239
C -2.4220 -1.5171 5.4449  -0.391
C -1.2496 -2.2540 5.3155  -0.920
C -0.7356 -2.4326 4.0479  -0.152
N -1.3150 -1.9476 2.9473  0.427
C -2.2933 -0.7236 -1.7809  0.333
C -2.9246 -0.6109 -3.0086  -0.807
C -2.1435 -0.5232 -4.1466  -0.491
C -0.7611 -0.5565 -4.0235  -1.010
C -0.2088 -0.6661 -2.7613  -0.493
N -0.9636 -0.7535 -1.6675  1.036
H -4.0186 -1.4603 1.6601  0.738
H -3.5682 0.1921 2.0107  0.394
H -3.9364 -0.4351 4.3711  0.481
H -2.8491 -1.3308 6.4219  0.414
H -0.7400 -2.6633 6.1762  0.421
H 0.1939 -2.9706 3.8954  0.404
H -4.0048 -0.5930 -3.0247  0.592
H -2.6030 -0.4242 -5.1213  0.445
H -0.1154 -0.4807 -4.8866  0.492
H 0.8618 -0.6660 -2.6092  0.476
S 6.6627 0.5308 -0.9252  -0.192
C 7.1173 2.1106 -0.4589  -0.381
C 6.1037 2.7615 0.1736  -0.798
C 4.9312 1.9701 0.2818  -0.434
C 5.0825 0.7270 -0.2691  0.246
C 4.1087 -0.3619 -0.2753  0.565
C 2.7313 -0.0572 -0.2205  -0.614
N 1.7933 -0.9750 -0.1023  1.264
C 2.1730 -2.2801 -0.0825  -0.884
C 3.5030 -2.6863 -0.2042  0.827
C 3.8070 -4.0902 -0.1932  -1.189
C 2.8321 -5.0154 -0.0686  -1.164
C 1.4589 -4.6199 0.0624  0.737
C 0.3946 -5.5191 0.1970  -0.906
C -0.8989 -5.0482 0.3156  0.556
C -1.0915 -3.6530 0.3269  -0.249
N -0.1071 -2.7921 0.2143  1.160
C 1.1506 -3.2552 0.0682  -0.881
C -2.0494 -5.9420 0.4475  0.544
C -2.0696 -7.3088 0.3586  -0.572
C -3.3631 -7.8552 0.5401  -0.628
C -4.3028 -6.8947 0.7626  -0.409
S -3.6296 -5.3280 0.7543  0.051
C 4.4798 -1.6883 -0.2902  -0.868
H 8.1080 2.4733 -0.6753  0.450
H 6.1911 3.7642 0.5629  0.435
H 4.0351 2.2900 0.7932  0.652
H 2.3862 0.9635 -0.2794  0.197
H 4.8429 -4.3905 -0.2841  0.465
H 3.0702 -6.0711 -0.0607  0.458
H 0.6014 -6.5814 0.2100  0.393
H -2.0760 -3.2206 0.4497  -0.092
H -1.1946 -7.9097 0.1621  0.372
H -3.5842 -8.9108 0.5037  0.388
H -5.3587 -7.0253 0.9298  0.426
H 5.5247 -1.9719 -0.3298  0.480
O -1.7571 1.8548 2.2790  -0.751
C -1.2574 2.2120 1.2303  -0.884
N -1.2126 3.5021 0.7835  0.040
C -0.5094 3.6354 -0.4677  2.297
C -0.0794 2.1602 -0.6658  -1.098
O 0.6290 1.7717 -1.5854  -0.667
N -0.6715 1.3925 0.2705  1.817
C 0.6448 4.6278 -0.3622  -0.338
C 1.9575 4.3327 -0.6983  0.126
C 2.9404 5.3110 -0.6050  -1.098
C 2.6281 6.5857 -0.1661  -0.530
C 1.3150 6.8892 0.1692  -0.924
C 0.3343 5.9200 0.0597  -0.365
C -1.4206 4.0173 -1.6322  -0.194
C -2.8002 4.0530 -1.4864  -0.472
C -3.6114 4.3716 -2.5682  -0.878
C -3.0496 4.6475 -3.8033  -0.481
C -1.6695 4.6004 -3.9556  -0.908
C -0.8593 4.2894 -2.8774  0.011
H -1.5097 4.2598 1.3713  0.280
H 2.2049 3.3507 -1.0729  0.765
H 3.9550 5.0703 -0.8926  0.481
H 3.3969 7.3440 -0.0966  0.395
H 1.0535 7.8850 0.5020  0.402
H -0.6941 6.1777 0.2874  0.364
H -3.2441 3.8164 -0.5287  0.428
H -4.6859 4.3973 -2.4410  0.423
H -3.6816 4.8973 -4.6455  0.410
H -1.2228 4.8090 -4.9191  0.428
H 0.2152 4.2479 -2.9980  0.451
F 1.6029 -0.9278 2.6230  -0.427
C 0.6918 0.0105 2.1506  -0.313
F 1.4600 1.1450 1.9520  -0.288
H 0.0249 0.2398 2.9840  0.757

For the HOMO energy (spin up / spin down), the calculation gives -7.75 / -7.61 eV. Its expectation value of S² is 0.754. The multiplicity is 2. The value obtained for the gap between HOMO and LUMO (spin up / spin down) is 6.887 / 6.752 eV.

=====

Record 2
# C4H10OSi

The molecule C4H10OSi in a non-equilibrium geometry (wB97M-V/def2-TZVPD, the OMol25 dataset).

Each line ends with the Mulliken charge.
Element x y z (Å)
C 2.2688 -0.2689 -0.6216  -1.268
C 1.0849 0.7274 -0.4504  -0.068
O 0.7598 0.7983 0.9692  -0.453
Si -0.5245 0.2147 0.1560  0.613
C -0.8200 -1.6270 0.5115  -1.030
C -2.0664 1.2925 0.0962  -1.072
H 2.1388 -1.2522 -0.1400  0.294
H 3.2178 0.2240 -0.2687  0.287
H 2.3286 -0.5276 -1.6425  0.358
H 1.3585 1.6619 -0.8805  0.428
H -0.9083 -1.7700 1.5970  0.295
H -1.6860 -1.9229 0.0379  0.367
H 0.1182 -2.0229 -0.0238  0.269
H -2.6961 0.6618 0.7267  0.263
H -1.9996 2.3623 0.7088  0.269
H -2.5746 1.4486 -0.7757  0.447

For the HOMO energy, the calculation gives -9.24 eV. The value obtained for the gap between HOMO and LUMO is 9.993 eV. The SMILES is C[C@@H]1O[Si]1(C)C.